Record 1
{"formula": "C10H15NO", "method": "ωB97M-V/def2-TZVPD", "homo_energy_ev": -9.06, "lumo_ev": 0.849, "max_force_ev_per_a": 1.27, "smiles": "Cc1ccccc1.CCC(N)=O", "e_above_lowest_ev": 0.437, "charge": 0, "elements": ["C", "C", "C", "C", "C", "C", "C", "H", "H", "H", "H", "H", "H", "H", "H", "C", "C", "C", "N", "O", "H", "H", "H", "H", "H", "H", "H"], "positions_angstrom": [[0.537295, -3.317060, 0.169730], [-0.160751, -2.254031, -0.607973], [-1.514645, -2.047415, -0.373016], [-2.218168, -1.005799, -0.953830], [-1.543413, -0.185953, -1.856805], [-0.225988, -0.430837, -2.175070], [0.493452, -1.411586, -1.499183], [1.460667, -3.644459, -0.310186], [-0.050611, -4.196442, 0.366939], [0.844904, -2.984201, 1.166850], [-2.109364, -2.774040, 0.164375], [-3.256778, -0.806190, -0.761111], [-2.094240, 0.600340, -2.352153], [0.194764, 0.074624, -3.028468], [1.486063, -1.790150, -1.749276], [0.252630, 3.302846, 0.197308], [0.758992, 2.895270, 1.570738], [0.483030, 1.408835, 1.807506], [1.555598, 0.547155, 1.690760], [-0.620965, 1.023573, 2.124428], [0.868236, 2.997725, -0.650262], [0.173006, 4.374657, 0.145675], [-0.716647, 2.880247, -0.032814], [1.795021, 3.117632, 1.799110], [0.147029, 3.351963, 2.341215], [1.358502, -0.405672, 1.953710], [2.102383, 0.678967, 0.851806]], "atomic_forces_ev_per_a": [[1.026, -0.159, 0.221], [-0.656, 0.406, 0.601], [-0.978, -0.131, -0.161], [0.978, 0.392, -0.429], [-0.599, -0.034, 0.234], [0.512, -0.171, -0.194], [-0.124, -1.203, -0.160], [-0.009, -0.008, -0.153], [-0.504, -0.324, -0.196], [-0.096, 0.296, -0.075], [0.286, -0.047, 0.497], [-0.235, -0.228, 0.168], [0.059, 0.088, -0.135], [0.338, 0.306, 0.071], [0.054, 0.875, -0.244], [0.262, 0.139, -0.479], [-0.480, -1.169, 0.155], [-0.110, 0.005, -0.008], [0.086, 0.334, -0.025], [0.013, -0.014, 0.283], [0.397, -0.106, 0.229], [-0.092, 0.505, -0.105], [-0.372, -0.075, 0.348], [0.212, 0.179, -0.346], [-0.075, 0.335, 0.026], [-0.164, -0.099, -0.378], [0.273, -0.092, 0.254]]}

Record 2
{"formula": "C10H15NO2", "method": "ωB97M-V/def2-TZVPD", "homo_energy_ev": -8.28, "lumo_ev": 0.803, "max_force_ev_per_a": 5.38, "smiles": "Cc1ccc(O)cc1.CCC(N)=O", "e_above_lowest_ev": 2.772, "charge": 0, "elements": ["C", "C", "C", "C", "C", "O", "C", "C", "H", "H", "H", "H", "H", "H", "H", "H", "C", "C", "C", "N", "O", "H", "H", "H", "H", "H", "H", "H"], "positions_angstrom": [[-0.118826, -3.305733, 0.659239], [0.365633, -2.179141, -0.213045], [1.662243, -1.891059, -0.229235], [2.234371, -0.999410, -1.119739], [1.394855, -0.074571, -1.816578], [1.911751, 0.857187, -2.590891], [0.061309, -0.263126, -1.792295], [-0.439563, -1.315661, -0.997293], [-1.041914, -3.723184, 0.403125], [-0.301331, -3.083674, 1.780079], [0.736931, -4.010529, 0.685321], [2.437054, -2.401417, 0.408657], [3.319417, -0.898181, -1.423928], [2.781342, 0.954778, -2.827768], [-0.594813, 0.309684, -2.550714], [-1.486129, -1.629511, -1.030608], [-0.098569, 3.059538, 0.973097], [-1.427554, 2.622018, 1.443928], [-1.670145, 1.357393, 0.666141], [-1.846181, 0.107012, 1.333901], [-1.719727, 1.328187, -0.538197], [-0.189998, 4.043456, 0.333316], [0.160862, 2.294763, 0.138584], [0.757131, 3.124017, 1.700198], [-1.487740, 2.813764, 2.499947], [-2.284401, 3.353529, 1.140139], [-1.674568, -0.664538, 0.650372], [-1.441442, 0.214411, 2.314250]], "atomic_forces_ev_per_a": [[1.593, 0.632, 2.345], [-3.092, 1.180, 0.157], [5.370, -0.281, 0.126], [0.039, 2.166, -1.147], [2.872, -2.591, 1.056], [-3.673, 2.063, -0.976], [-3.073, -0.410, -0.951], [-0.141, -1.143, -0.222], [-1.182, -0.947, -1.025], [0.519, 0.374, -1.578], [-0.960, -0.184, -0.097], [-1.141, -0.022, -0.629], [-1.131, -0.380, 1.188], [3.310, -0.539, -0.108], [1.053, -0.924, 1.767], [0.042, 0.561, -0.331], [2.420, 1.421, -3.731], [-2.428, 2.049, -0.391], [-1.591, -3.262, 1.221], [0.993, 2.575, 0.935], [-0.340, 1.087, -0.404], [0.514, -1.638, 1.539], [0.412, 1.506, 1.420], [-1.132, -0.014, -0.569], [-0.176, -1.486, 0.870], [1.519, -1.202, -0.111], [0.117, 0.725, 1.587], [-0.710, -1.318, -1.942]]}

Record 3
{"formula": "C10H15NO2", "method": "ωB97M-V/def2-TZVPD", "homo_energy_ev": -8.91, "lumo_ev": 0.857, "max_force_ev_per_a": 0.93, "smiles": "C/N=C(O)\\C=C/[C@@H]1C[C@H](C)CC1=O", "e_above_lowest_ev": 1.507, "charge": 0, "elements": ["C", "N", "C", "O", "C", "C", "C", "C", "C", "C", "C", "C", "O", "H", "H", "H", "H", "H", "H", "H", "H", "H", "H", "H", "H", "H", "H", "H"], "positions_angstrom": [[1.612746, -2.909247, 2.234217], [2.365650, -2.338894, 1.157785], [1.825314, -1.998208, 0.071702], [2.584224, -1.452385, -0.896038], [0.434683, -2.275599, -0.385447], [-0.629859, -1.491840, -0.334150], [-0.759371, -0.098967, 0.209829], [-1.726438, 0.764243, -0.612790], [-1.278608, 2.203520, -0.341742], [-1.790233, 3.211553, -1.359525], [0.244626, 2.078181, -0.323824], [0.515969, 0.729988, 0.299628], [1.542395, 0.393663, 0.821668], [2.107022, -3.829665, 2.545768], [0.566339, -3.122788, 1.986118], [1.641961, -2.208820, 3.070147], [3.461085, -1.287775, -0.519053], [0.334048, -3.266271, -0.816468], [-1.569134, -1.877436, -0.715248], [-1.128728, -0.180653, 1.242471], [-1.605081, 0.538537, -1.674132], [-2.768345, 0.594931, -0.342971], [-1.621408, 2.500595, 0.655299], [-1.472619, 2.938212, -2.363372], [-1.401443, 4.201302, -1.132190], [-2.877021, 3.255630, -1.341653], [0.634411, 2.051291, -1.345093], [0.757814, 2.876901, 0.209064]], "atomic_forces_ev_per_a": [[-0.138, -0.013, 0.001], [0.189, 0.123, -0.576], [0.323, -0.614, 0.622], [0.030, 0.209, -0.603], [0.175, -0.090, -0.111], [0.017, 0.063, 0.162], [-0.135, -0.286, -0.016], [0.046, 0.101, 0.332], [0.053, 0.055, -0.338], [0.005, -0.118, 0.312], [-0.071, 0.244, 0.165], [-0.043, 0.324, -0.011], [-0.073, 0.278, 0.205], [-0.096, -0.035, 0.128], [0.004, -0.028, 0.075], [-0.077, -0.073, 0.124], [-0.076, -0.104, 0.142], [-0.121, -0.003, -0.046], [-0.008, -0.148, -0.048], [-0.006, 0.076, -0.024], [0.002, -0.012, -0.087], [-0.045, -0.041, -0.062], [0.026, -0.046, 0.017], [0.045, -0.031, -0.129], [-0.015, 0.152, -0.058], [-0.115, 0.056, -0.053], [0.016, -0.014, -0.113], [0.088, -0.026, -0.007]]}

Record 4
{"formula": "C10H15NO3", "method": "ωB97M-V/def2-TZVPD", "homo_energy_ev": -9.20, "lumo_ev": -0.003, "max_force_ev_per_a": 4.21, "smiles": "CC(C)(C)C1=CC=C[C@H]([N+](=O)[O-])[C@H]1O", "e_above_lowest_ev": 5.045, "charge": 0, "elements": ["C", "C", "C", "C", "C", "C", "C", "C", "C", "N", "O", "O", "C", "O", "H", "H", "H", "H", "H", "H", "H", "H", "H", "H", "H", "H", "H", "H", "H"], "positions_angstrom": [[-1.714477, -1.764780, -0.319822], [-0.478064, -1.321218, 0.525257], [-0.772319, -1.058196, 1.914401], [0.388038, -2.506340, 0.438025], [0.337106, -0.150431, -0.109646], [1.497876, -0.134285, -0.727055], [1.932781, 0.991772, -1.440643], [1.328299, 2.194478, -1.432975], [0.152243, 2.385213, -0.451763], [0.579746, 2.694558, 0.974275], [1.702874, 2.424692, 1.374509], [-0.238348, 3.206767, 1.697152], [-0.614994, 1.056201, -0.297087], [-1.348045, 0.827515, -1.528193], [-2.189591, -2.657118, 0.036284], [-1.390053, -1.927838, -1.272214], [-2.394234, -1.006638, -0.269987], [-1.018575, -1.953436, 2.469776], [0.153576, -0.613648, 2.296538], [-1.556663, -0.413091, 2.027564], [0.784662, -2.594277, -0.533536], [-0.160479, -3.428388, 0.593336], [1.147234, -2.493987, 1.116364], [2.141891, -0.923847, -0.526433], [2.742374, 0.727760, -2.076079], [1.585883, 3.024557, -1.989807], [-0.514697, 3.220112, -0.765831], [-1.340591, 1.113622, 0.548799], [-0.743454, 1.080271, -2.271210]], "atomic_forces_ev_per_a": [[1.339, 0.468, 2.404], [0.849, -1.163, -2.852], [1.682, -0.368, 1.629], [-0.935, -1.655, -0.802], [-4.169, 0.534, 0.209], [-0.909, -0.318, 1.975], [0.021, 1.822, -1.145], [-1.117, -1.857, 2.302], [0.272, -0.388, -0.555], [1.621, 0.598, 0.897], [-0.368, -0.263, -0.957], [-1.071, 0.171, -0.151], [0.136, -0.121, -0.887], [0.604, 0.682, -0.108], [0.075, -0.560, 0.638], [0.592, -0.334, -2.786], [-2.190, 1.980, -0.382], [0.052, -0.325, 0.106], [-0.341, -0.033, 0.725], [-2.032, 1.963, 0.541], [0.673, -0.208, -1.273], [-0.247, -0.163, 0.286], [2.432, 0.078, 1.937], [1.234, -1.456, -0.376], [0.793, 0.596, -0.717], [0.815, 1.369, -1.159], [0.387, -0.713, 0.450], [0.440, 0.100, -0.858], [-0.638, -0.437, 0.910]]}

Look up the charge of the second one. 0

Which value of charge does entry 2 give? 0